1.
Computed, not measured: a cluster of 3 separate species, C12H23BrFO7PS in total, with the ωB97M-V functional and the def2-TZVPD basis.

Structure (ORCA input):
```
! RIJCOSX wB97M-V def2-TZVPD def2/J DEFGRID3
* xyz 0 1
C 3.10200 -0.67183 -1.66481
C 1.62183 -1.29185 -1.32951
F 0.85952 -0.40768 -0.39050
C 0.65712 -1.53556 -2.63240
S -1.11153 -0.87159 -2.34974
O 1.12077 -0.90900 -3.88003
C 0.74805 0.51200 -3.96616
O 1.30245 1.50335 -3.21688
P 0.43371 -3.46393 -2.79055
O -1.25422 -3.88756 -2.46832
Br 0.81347 -4.12091 -4.93938
H 3.89912 -1.12550 -0.90067
H 3.46193 -0.99863 -2.72968
H 3.13057 0.50356 -1.50514
H 1.81259 -2.31176 -0.74139
H -1.77527 -1.26178 -3.55648
H -0.06693 0.89055 -4.75155
H -1.39464 -3.76473 -1.48391
O -1.46075 -2.95467 0.43860
C -2.32360 -2.32403 1.04285
O -2.27208 -2.21162 2.39061
C -3.12174 -1.35451 3.17212
C -4.44252 -2.03411 3.47754
C -3.49849 -1.74352 0.31149
H -3.24941 -0.37985 2.68966
H -2.59150 -1.16549 4.11180
H -5.00034 -2.25982 2.56477
H -5.06477 -1.39995 4.11534
H -4.27186 -2.98828 3.98657
H -4.24598 -2.52600 0.15635
H -3.15393 -1.37424 -0.65913
H -3.95679 -0.89475 0.81397
O 4.24975 2.36208 -0.41340
C 3.38690 2.99272 0.19085
O 3.43842 3.10513 1.53861
C 2.58876 3.96223 2.32012
C 1.26798 3.28264 2.62554
C 2.21200 3.57323 -0.54051
H 2.46109 4.93690 1.83766
H 3.11900 4.15126 3.25980
H 0.71016 3.05693 1.71277
H 0.64573 3.91680 3.26334
H 1.43864 2.32847 3.13457
H 1.46451 2.79075 -0.69566
H 2.55657 3.94251 -1.51113
H 1.75371 4.42200 -0.03803
*
```

---

2.
Computed, not measured: a structure of composition C12H23F3HfNO5P2S, with the ωB97M-V functional and the def2-TZVPD basis.

Structure (ORCA input):
```
! RIJCOSX wB97M-V def2-TZVPD def2/J DEFGRID3
* xyz 3 1
Hf 0.08767 0.39324 0.43321
P 2.29964 -0.97150 0.64265
C 2.34341 -0.97148 -1.22563
C 1.08591 -1.55578 -1.80387
N -0.07355 -1.04002 -1.29631
C -1.26213 -1.39667 -1.83966
C -1.31089 -2.37170 -2.82666
C -0.12763 -2.91893 -3.33233
C 1.09059 -2.49294 -2.82254
C -2.51936 -0.71213 -1.36430
P -2.21230 0.92287 -0.60542
H 2.04795 -2.83220 -3.23182
H -2.28934 -2.65299 -3.21025
H -0.16721 -3.62509 -4.16204
H -3.20872 -0.56280 -2.20592
H -3.05527 -1.32821 -0.62293
H 2.37308 0.16194 -1.42766
H 3.22530 -1.58320 -1.48041
H -0.94786 4.90950 0.37384
O 1.36053 1.68543 -0.69820
H 2.01333 2.25458 -1.17336
H 0.69504 2.27762 -0.32743
O -0.84137 3.93821 0.37444
H -0.42735 3.77525 1.24610
C -2.59259 2.09709 -1.92624
H -3.47118 1.75235 -2.48636
H -2.80512 3.08002 -1.49007
H -1.75173 2.17804 -2.62668
C -3.61226 1.14176 0.52074
H -3.42948 1.99960 1.17817
H -4.53288 1.30160 -0.05453
H -3.72654 0.25711 1.15473
C 2.44995 -2.70866 1.16454
H 3.50985 -3.00085 1.26545
H 1.97096 -2.82522 2.15041
H 1.93555 -3.35895 0.44097
C 3.92033 -0.25675 1.11607
H 3.86368 0.10934 2.15618
H 4.71664 -1.02224 1.06408
H 4.17323 0.58363 0.44480
F 0.23539 1.08773 5.40508
C 0.50395 0.43706 4.24868
F 1.73944 0.79314 3.79130
F 0.50781 -0.89950 4.45940
S -0.82338 0.96105 2.98893
O -2.08924 1.44132 3.44379
O 0.00065 1.87304 2.04274
O -0.87252 -0.32472 2.13430
*
```

Computed properties:
- energy relative to the best compared isomer or geometry (same formula, charge and spin) (kcal/mol) = 0.0

---

no.,frontier orbital gap (eV),HOMO level (eV)
1,8.8,-8.745
2,7.8,-19.302